Record 1
Below is a 2-piece molecular cluster, C5H12N2Si overall in a non-equilibrium geometry, with properties calculated with ωB97M-V with the def2-TZVPD basis set.

Each line ends with the natural charge from an NBO analysis.
Geometry (Å):
C: 0.17799 1.24430 -2.01845  0.1863
C: -2.19511 0.57691 0.57203  -1.0899
C: -0.40205 -1.82681 -0.36835  -1.1003
C: 0.45997 -0.07464 2.12686  -1.0966
C: 0.45233 1.16868 -0.67177  -0.5613
N: -0.06333 1.27380 -3.14735  -0.3026
N: 2.57405 -0.06935 -1.08953  -0.6853
Si: -0.40885 -0.10762 0.43877  1.5893
H: -2.65699 0.64289 -0.40914  0.2414
H: -2.81604 -0.06537 1.18646  0.2373
H: -2.21365 1.57206 1.01025  0.2361
H: 0.58555 -2.05466 -0.76239  0.2503
H: -0.66371 -2.60077 0.35063  0.2429
H: -1.11313 -1.88326 -1.19131  0.2442
H: 0.58538 0.93649 2.49518  0.2365
H: -0.12913 -0.61610 2.86450  0.2394
H: 1.43925 -0.53422 2.07313  0.2502
H: 0.96586 2.01070 -0.23464  0.2439
H: 2.30308 -0.37606 -2.02080  0.3215
H: 3.11853 0.78302 -1.20410  0.3170

Output
Energy relative to the best compared isomer or geometry (same formula, charge and spin) in kJ/mol: 189.1
Orbital gap (alpha / beta) in eV: 8.50 / 9.52
M in Da: 128.25
Energy in Ha: -596.63016
E_LUMO (alpha / beta) in eV: -0.7 / -1.1

***

Record 2
Below is a 5-piece molecular cluster, C6H25N2O4 overall in a non-equilibrium geometry, with properties calculated with ωB97M-V with the def2-TZVPD basis set.

Each line ends with the natural charge from an NBO analysis.
Geometry (Å):
N: -0.68690 -0.72927 1.22733  -0.7191
C: -0.17382 -1.11938 -0.12529  -0.0631
C: -1.04345 -2.19060 -0.75652  -0.6301
C: -0.03766 0.07989 -1.14899  -0.3036
N: -0.41090 1.39253 -0.60220  0.0375
C: -0.68415 2.29324 -1.69383  -0.2983
C: -2.14786 2.03286 -2.17377  -0.6611
C: 0.75143 1.96331 0.17227  -0.4616
H: -1.50476 -1.26164 1.53273  0.4527
H: -0.94390 0.26304 1.29389  0.4556
H: 0.01314 -0.94726 1.96617  0.4798
H: 0.82271 -1.47585 0.05070  0.2459
H: -0.95670 -3.12118 -0.20368  0.2552
H: -2.08720 -1.88425 -0.84156  0.2320
H: -0.73974 -2.35108 -1.78004  0.2438
H: -0.56302 -0.18754 -2.05980  0.2569
H: 1.02837 0.05658 -1.39594  0.3072
H: -0.01033 2.22994 -2.55485  0.2889
H: -0.67873 3.35071 -1.46814  0.2614
H: -2.63618 2.99090 -2.28960  0.2671
H: -2.24835 1.42462 -3.07894  0.2475
H: -2.90319 1.49593 -1.58506  0.2476
H: 0.50137 2.62252 0.99936  0.2757
H: 1.48596 2.36111 -0.51882  0.2762
H: 1.28615 1.14060 0.63217  0.2167
H: -2.54685 2.02189 2.08220  0.4963
H: -2.59155 1.07614 3.26848  0.5166
O: -2.18469 1.18511 2.39858  -0.9887
H: 0.74670 -2.54774 3.68597  0.5136
H: 1.48545 -1.24771 3.28580  0.4952
O: 0.61360 -1.61941 3.46446  -0.9598
H: 2.41690 -1.31847 -2.57621  0.4791
H: 3.84043 -1.27423 -2.07552  0.5073
O: 2.93969 -1.04415 -1.81342  -0.9763
H: 3.66087 -2.01272 2.19352  0.4845
H: 3.24854 -1.49706 0.91799  0.4721
O: 2.93867 -2.15137 1.57055  -0.9504

Output
Energy relative to the best compared isomer or geometry (same formula, charge and spin) in kJ/mol: 0.0
Orbital gap (alpha / beta) in eV: 12.06 / 6.41
M in Da: 189.28
Net charge: +2
Spin multiplicity: 2
Energy in Ha: -653.39063
<S²>: 0.754
E_LUMO (alpha / beta) in eV: -5.7 / -11.3

***

Record 3
Below is C44H37BrCl2F4IN5PRe as an isolated structure in a non-equilibrium geometry, with properties calculated with ωB97M-V with the def2-TZVPD basis set.

Each line ends with the Löwdin charge.
Geometry (Å):
Re: -0.64575 -0.82862 0.64591  1.2961
C: -0.55115 4.01298 -2.29115  -0.0316
C: -1.26058 3.18448 -3.33127  -0.2059
C: -0.96187 3.35860 -4.68080  -0.0135
C: -1.67328 2.70805 -5.67670  -0.0345
C: -2.74164 1.88364 -5.34683  -0.0445
C: -3.04929 1.68089 -4.01512  -0.0283
C: -2.27629 2.28251 -3.02932  -0.1968
N: -2.71788 2.11307 -1.65106  0.1911
C: -2.25069 1.41087 -0.62324  -0.3319
N: -2.81775 1.66624 0.57601  0.1571
C: -2.47448 1.22937 1.87131  -0.2849
C: -1.45550 0.30320 2.10577  -0.3301
C: -1.10413 0.00359 3.43054  -0.1039
C: -1.79624 0.56630 4.48203  -0.0237
C: -2.82438 1.46941 4.22363  0.0103
C: -3.17284 1.82902 2.93099  -0.2031
C: -4.25153 2.85108 2.67915  -0.0120
N: -1.27430 0.47848 -0.68662  -0.0794
C: -0.54445 0.20119 -1.91426  -0.2714
C: 0.64720 0.89753 -2.11217  -0.0702
C: 1.36987 0.72498 -3.27493  -0.0370
C: 0.90921 -0.17409 -4.22772  -0.0173
C: -0.25522 -0.89599 -4.00487  -0.0073
C: -1.01380 -0.73174 -2.85026  -0.2177
C: -2.28790 -1.51137 -2.68435  -0.0270
H: -0.26402 4.97360 -2.71465  0.1001
H: 0.36087 3.53541 -1.93737  0.0421
H: -1.17896 4.21182 -1.42137  0.0662
H: -0.17793 4.05542 -4.95050  0.1290
H: -1.42477 2.88094 -6.71502  0.1227
H: -3.34336 1.42378 -6.11844  0.1212
H: -3.91077 1.08584 -3.74005  0.1162
H: -3.49145 2.72199 -1.41546  0.1764
H: -3.48073 2.42969 0.58098  0.1369
H: -0.29394 -0.67764 3.63547  0.0595
H: -1.53473 0.31958 5.50216  0.1281
H: -3.36052 1.91658 5.05115  0.1353
H: -4.73662 3.12991 3.61114  0.1009
H: -5.03649 2.47750 2.01446  0.0940
H: -3.84286 3.77268 2.25218  0.1033
H: 0.97035 1.60372 -1.35827  0.0619
H: 2.27988 1.28561 -3.44086  0.1298
H: 1.46158 -0.31936 -5.14691  0.1293
H: -0.60066 -1.59701 -4.75468  0.1321
H: -2.26842 -2.40580 -3.30467  0.0984
H: -3.14723 -0.92431 -3.00148  0.0800
H: -2.46591 -1.81594 -1.65378  -0.0177
F: 5.12902 4.32794 2.12938  0.2009
C: 4.35361 3.30349 1.86804  -0.1110
C: 4.85666 2.01651 1.90682  -0.1182
F: 6.12014 1.80212 2.21092  0.1850
C: 4.02236 0.95016 1.61962  -0.2270
F: 4.57395 -0.26210 1.68477  0.1196
C: 2.67431 1.10972 1.28337  -0.2816
P: 1.80644 -0.45003 0.89681  1.0443
C: 2.56078 -1.11712 -0.60404  -0.3652
C: 1.87854 -2.15720 -1.23961  -0.1366
C: 2.39731 -2.78247 -2.35913  -0.0507
C: 3.62182 -2.36190 -2.86472  -0.0307
C: 4.29179 -1.30548 -2.26592  -0.0273
C: 3.76599 -0.68019 -1.14394  -0.0529
C: 2.31222 -1.50298 2.28444  -0.3917
C: 2.81208 -2.78547 2.06979  -0.0803
C: 3.21182 -3.55558 3.15069  -0.0376
C: 3.11646 -3.04986 4.44239  -0.0301
C: 2.63752 -1.76269 4.65586  -0.0366
C: 2.24342 -0.98280 3.57692  -0.1125
C: 2.18235 2.42580 1.28510  -0.5410
Br: 0.38131 2.88324 1.00268  0.9876
C: 3.01314 3.49694 1.56289  -0.2561
F: 2.55013 4.73531 1.56358  0.1143
H: 0.91552 -2.48300 -0.86192  0.0526
H: 1.85847 -3.58863 -2.83931  0.1207
H: 4.04608 -2.85090 -3.73139  0.1263
H: 5.23442 -0.96266 -2.67075  0.1272
H: 4.30329 0.15555 -0.72034  0.1109
H: 2.90857 -3.17921 1.06580  0.1119
H: 3.61227 -4.54718 2.98591  0.1246
H: 3.44153 -3.64975 5.28197  0.1254
H: 2.59731 -1.35690 5.65810  0.1238
H: 1.90852 0.03443 3.74610  0.1150
Cl: -5.85772 -2.15411 1.03195  0.6793
C: -4.51974 -1.07860 1.18381  -0.8885
Cl: -2.99433 -1.97349 0.66447  0.6641
H: -4.36356 -0.78978 2.21745  0.0430
H: -4.62977 -0.23263 0.51628  0.0318
I: -0.52691 -5.97358 4.20469  1.0215
C: -0.55071 -4.71815 2.58335  -0.7435
C: -0.75155 -5.05091 1.25684  -0.0687
N: -0.66197 -3.92673 0.53688  -0.0014
N: -0.38582 -2.85203 1.32977  -0.2090
C: -0.34156 -3.34854 2.58000  -0.1742
H: -0.93637 -6.00596 0.79016  0.1503
H: -0.73741 -3.84695 -0.46600  0.1559
H: -0.12043 -2.71329 3.42071  0.1082

Output
Orbital gap (alpha / beta) in eV: 5.47 / 5.72
M in Da: 1206.70
Net charge: +3
Spin multiplicity: 2
Energy in Ha: -6582.90244
<S²>: 0.780
E_LUMO (alpha / beta) in eV: -10.5 / -10.3

***

Record 4
Below is C8H22CaCl3N2O2 as an isolated structure in a non-equilibrium geometry, with properties calculated with ωB97M-V with the def2-TZVPD basis set.

Each line ends with the natural charge from an NBO analysis.
Geometry (Å):
Ca: 4.79134 8.35461 9.28196  1.7395
Cl: 6.95960 9.87754 8.74907  -0.9262
Cl: 6.14818 6.06825 10.18886  -0.9087
Cl: 2.29971 9.02947 9.80186  -0.9157
C: 5.01454 10.11176 13.76484  -0.6306
C: 5.27397 9.23680 12.54143  -0.0712
C: 4.57957 7.91217 12.83738  -0.0775
O: 5.16172 7.23762 13.93631  -0.5653
C: 5.08944 5.79743 13.82774  -0.2463
N: 4.92844 9.84471 11.23439  -0.8897
H: 5.73164 10.90501 13.79691  0.1980
H: 5.23706 9.50522 14.62193  0.2266
H: 3.95677 10.50483 13.80434  0.1950
H: 6.37950 9.12451 12.46704  0.2036
H: 4.49346 7.27189 11.96356  0.1994
H: 3.57217 8.22187 13.12463  0.1549
H: 5.91970 5.43486 13.24799  0.1968
H: 4.20036 5.55308 13.22217  0.1748
H: 5.08747 5.36419 14.81883  0.1721
H: 5.32644 10.77163 11.25701  0.3779
H: 3.90930 10.03829 11.27881  0.3846
C: 4.41520 9.63239 4.46105  -0.6306
C: 4.14698 8.80206 5.70086  -0.0761
C: 5.11732 7.60302 5.78822  -0.0725
O: 4.74780 6.74651 6.87030  -0.5859
C: 5.85804 5.78740 6.92410  -0.2751
N: 4.19182 9.48925 7.04439  -0.9054
H: 4.29079 9.06303 3.53388  0.2094
H: 5.37784 10.16872 4.38908  0.2139
H: 3.70977 10.50650 4.35378  0.2100
H: 3.11283 8.38631 5.56452  0.1928
H: 6.16353 7.94373 5.94874  0.1917
H: 5.03925 6.98448 4.87015  0.1597
H: 6.44828 5.94992 6.00530  0.1617
H: 5.46540 4.78846 7.00774  0.1827
H: 6.35576 6.03729 7.84502  0.2427
H: 4.74385 10.31999 7.06988  0.3941
H: 3.22012 9.72951 7.29427  0.3947

Output
Orbital gap in eV: 8.64
M in Da: 324.71
Net charge: -1
Energy in Ha: -2636.46111
E_LUMO in eV: 2.9

***

The lowest M belongs to which entry?
C5H12N2Si